(1)
333
Properties=species:S:1:pos:R:3 method="wB97M-V/def2-TZVPD" charge=+7 orbital_gap_ev=6.30 multiplicity=1 total_energy_ha=-12918.1194
C 1.65910 4.38192 -3.46707
C 0.33189 3.60193 -3.28002
N 0.19908 2.50451 -4.32055
C -0.92475 1.65308 -4.32784
C -0.92382 0.92311 -5.45086
N 0.21490 1.28659 -6.19943
C 0.82735 2.24111 -5.44234
C 0.72220 0.72477 -7.41901
H 2.51352 3.73138 -3.17662
H 1.68648 5.35250 -2.98688
H 1.86142 4.66244 -4.49327
H -0.44842 4.33067 -3.48487
H 0.27986 3.08958 -2.31684
H -1.62577 1.55535 -3.51596
H -1.53600 0.08748 -5.76538
H 1.80794 2.69269 -5.63309
H -0.11869 0.38295 -8.02679
H 1.22007 -0.19396 -7.15926
H 1.29261 1.47892 -7.93492
C -2.27121 5.05264 3.71130
C -3.00010 4.74475 2.46034
N -4.43093 4.52165 2.65275
C -5.16815 4.84210 3.76888
C -6.40915 4.32897 3.59040
N -6.41460 3.74079 2.27462
C -5.22305 3.90466 1.77029
C -7.52983 3.01438 1.66379
H -1.20241 5.07803 3.50582
H -2.42842 4.23526 4.40554
H -2.49611 6.03657 4.11813
H -2.62741 3.80397 2.01033
H -2.86912 5.51953 1.70662
H -4.72290 5.30383 4.62154
H -7.30352 4.46588 4.16306
H -4.91343 3.45766 0.86466
H -8.09962 3.80228 1.13611
H -8.14528 2.56206 2.44597
H -7.10814 2.29092 0.97197
C 7.70780 5.24362 -3.17024
C 8.31057 3.96184 -2.50635
N 8.96328 3.21288 -3.63663
C 10.28118 3.44477 -4.14636
C 10.52264 2.60301 -5.14869
N 9.35376 1.92070 -5.39542
C 8.45299 2.36113 -4.53170
C 9.15332 0.80351 -6.25931
H 7.23140 5.94032 -2.47383
H 7.12474 4.89549 -3.97699
H 8.55196 5.85602 -3.53697
H 7.52658 3.34776 -2.04716
H 9.08768 4.32900 -1.82326
H 10.90681 4.13546 -3.63934
H 11.46986 2.36061 -5.65686
H 7.42332 2.09346 -4.50773
H 8.09025 0.58589 -6.39076
H 9.71798 -0.03037 -5.88576
H 9.46659 1.01516 -7.26275
C -8.15364 -3.89711 5.86695
C -7.04081 -4.47724 4.99170
N -5.82660 -3.67158 4.94689
C -5.00623 -3.38888 6.10123
C -4.09293 -2.50089 5.73788
N -4.31182 -2.17045 4.35395
C -5.36550 -2.87659 3.96477
C -3.57517 -1.18533 3.60175
H -8.44035 -2.92591 5.44769
H -7.86029 -3.92903 6.90969
H -9.06506 -4.52968 5.81770
H -7.23095 -4.50435 3.91810
H -6.69381 -5.45929 5.31912
H -5.20690 -3.86074 7.05971
H -3.28010 -2.04562 6.24002
H -5.78974 -2.76788 2.95636
H -4.20611 -0.86538 2.73662
H -2.57154 -1.48614 3.30110
H -3.41044 -0.24792 4.17969
C -2.16717 10.25765 3.80346
C -0.66905 10.34675 3.96944
C 0.01651 8.95917 4.16635
C 1.59955 8.96932 4.25249
P 2.26182 7.30359 4.28493
C 1.59705 6.29310 2.94808
C 1.77859 6.83303 1.56445
C 1.27916 5.89389 0.38345
C -0.08537 5.23032 0.64381
C 4.00904 7.36843 4.06972
C 4.80468 7.66604 5.35494
C 6.31159 7.78862 5.05754
C 7.14521 8.31453 6.18173
C 1.83792 6.55803 5.85485
C 0.57738 5.71773 5.95445
C 0.27355 5.24555 7.35775
C 1.15446 4.10929 7.77386
H -2.59327 9.87747 4.71735
H -2.49981 9.47352 3.10642
H -2.63309 11.16061 3.47958
H -0.41519 10.96388 4.81171
H -0.19323 10.70470 3.06325
H -0.38897 8.27264 3.41765
H -0.37904 8.52594 5.10006
H 1.91120 9.35049 5.23840
H 2.06666 9.60743 3.45688
H 0.50469 6.23140 3.18460
H 1.98937 5.28065 3.14875
H 2.80290 7.09312 1.25193
H 1.17734 7.71812 1.41179
H 2.04633 5.11741 0.38605
H 1.22388 6.48002 -0.50928
H -0.49974 4.80876 -0.27411
H -0.79171 6.00577 0.95946
H -0.11626 4.50014 1.46076
H 4.25994 8.16715 3.36673
H 4.28780 6.45535 3.53505
H 4.65767 6.86783 6.10382
H 4.42550 8.62091 5.70789
H 6.42960 8.52858 4.26434
H 6.63558 6.81579 4.70189
H 7.04013 7.77463 7.13071
H 6.79575 9.32393 6.48100
H 8.20825 8.34778 5.96051
H 1.91208 7.25822 6.69208
H 2.71106 5.91560 6.03414
H 0.60484 4.86633 5.28934
H -0.25302 6.31392 5.59748
H -0.74955 4.82637 7.34591
H 0.39205 6.03804 8.11010
H 0.91357 3.77884 8.78497
H 2.22529 4.34016 7.82657
H 1.07134 3.24403 7.09876
C -0.99008 -4.53030 -3.01957
N -1.08400 -5.67940 -2.12762
C -2.15891 -6.43199 -2.07808
C -2.35354 -7.50579 -1.19395
C -1.24254 -7.90974 -0.46987
C -0.07309 -7.12863 -0.58780
C -0.05739 -6.01791 -1.36033
C -1.32987 -9.06664 0.43278
C -2.25558 -10.07357 0.16313
C -2.20875 -11.18012 0.97428
N -1.35818 -11.29125 2.04872
C -0.48241 -10.30291 2.22484
C -0.42829 -9.18719 1.46248
C -1.32726 -12.48849 2.89585
H -0.81100 -3.60456 -2.45160
H -1.91796 -4.45898 -3.58910
H -0.15508 -4.72220 -3.67977
H -2.96465 -6.09286 -2.72046
H -3.34302 -7.99019 -1.08621
H 0.83023 -7.20414 0.02839
H 0.81587 -5.35662 -1.36179
H -3.01201 -10.00994 -0.60341
H -2.94772 -11.97593 0.84833
H 0.18477 -10.42560 3.07315
H 0.34639 -8.45519 1.67486
H -2.18377 -12.41349 3.59218
H -0.43514 -12.46490 3.49616
H -1.30874 -13.39648 2.26425
C 3.52724 3.17429 5.23641
N 4.17541 2.04987 4.54166
C 5.48084 1.78662 4.78843
C 6.10845 0.72809 4.18476
C 5.38330 0.01189 3.20472
C 4.13518 0.40188 2.86300
C 3.52415 1.45700 3.54101
C 5.98273 -1.14717 2.50549
C 5.79894 -1.30942 1.12681
C 6.27600 -2.43462 0.53000
N 7.00339 -3.32778 1.17552
C 7.15342 -3.21378 2.48639
C 6.67801 -2.14915 3.18246
C 7.54493 -4.49438 0.46628
H 2.56555 2.84935 5.60094
H 3.53229 3.99380 4.50316
H 4.10465 3.47223 6.09389
H 6.00526 2.43583 5.45445
H 7.15381 0.46300 4.32118
H 3.47478 -0.14096 2.19540
H 2.48686 1.73978 3.33262
H 5.29465 -0.56464 0.52810
H 6.10139 -2.66456 -0.51772
H 7.66115 -4.02907 3.01413
H 6.84538 -2.11216 4.23352
H 6.77876 -4.72629 -0.29757
H 7.73739 -5.32826 1.15813
H 8.51869 -4.21143 0.05965
C -10.51678 3.52694 -3.31149
N -9.99412 2.19872 -3.18172
C -10.62059 1.16440 -3.69765
C -10.18575 -0.15703 -3.60052
C -8.96851 -0.36634 -3.01266
C -8.29734 0.70207 -2.45304
C -8.85598 1.91716 -2.49759
C -8.30412 -1.69192 -2.98448
C -8.16252 -2.31967 -4.22363
C -7.47475 -3.54044 -4.23486
N -6.96086 -4.07573 -3.09732
C -7.04811 -3.40444 -1.94773
C -7.75341 -2.22085 -1.83023
C -6.24987 -5.37003 -3.17158
H -11.29022 3.53851 -4.07435
H -9.68775 4.20737 -3.60460
H -10.97713 3.87459 -2.36628
H -11.53653 1.36689 -4.20352
H -10.73433 -0.97799 -4.02427
H -7.35650 0.63653 -1.88567
H -8.39822 2.71511 -1.92891
H -8.57638 -1.92078 -5.13152
H -7.25455 -4.10102 -5.12866
H -6.69211 -3.84732 -1.01210
H -7.93687 -1.74731 -0.90205
H -5.50532 -5.47058 -2.36660
H -5.64322 -5.36987 -4.09095
H -7.05692 -6.09224 -3.14679
C 4.51435 -12.26647 -4.27768
N 4.15668 -10.82254 -4.45643
C 3.71508 -10.43617 -5.64585
C 3.42346 -9.09728 -5.82007
C 3.47494 -8.17865 -4.80084
C 3.90270 -8.62839 -3.55423
C 4.21009 -9.97424 -3.40170
C 3.07605 -6.79963 -5.07459
C 1.99614 -6.58577 -5.99602
C 1.76002 -5.30928 -6.39332
N 2.39583 -4.23236 -5.83974
C 3.34354 -4.42679 -4.94303
C 3.71945 -5.69177 -4.50012
C 2.02955 -2.91630 -6.32647
H 3.64857 -12.74459 -3.83239
H 5.34034 -12.34923 -3.54466
H 4.81305 -12.71174 -5.20884
H 3.62992 -11.19125 -6.41948
H 3.12449 -8.82510 -6.82382
H 3.97124 -7.92225 -2.70616
H 4.53600 -10.45133 -2.46715
H 1.39732 -7.35784 -6.42644
H 1.00793 -4.99317 -7.10531
H 3.83625 -3.51859 -4.58891
H 4.44498 -5.62512 -3.67300
H 1.06605 -2.69590 -5.87867
H 1.85552 -3.05367 -7.38148
H 2.78827 -2.11920 -6.20780
C -4.45839 -1.47369 -0.42797
N -3.08284 -1.06306 -0.20647
C -2.09113 -1.95636 -0.30045
C -0.78813 -1.55909 -0.33957
C -0.48911 -0.17672 -0.39994
C -1.52908 0.71400 -0.13792
C -2.78105 0.22464 -0.08151
C 0.81705 0.40221 -0.74123
C 1.24566 1.54066 -0.01961
C 2.50538 2.06128 -0.28104
N 3.27139 1.55440 -1.28338
C 2.82602 0.51274 -2.01064
C 1.66378 -0.09992 -1.70929
C 4.54365 2.11640 -1.57747
H -4.54086 -1.84387 -1.43879
H -5.14382 -0.60729 -0.35466
H -4.74830 -2.20206 0.30172
H -2.43458 -2.98529 -0.23182
H -0.01122 -2.30846 -0.46534
H -1.41483 1.77877 -0.04685
H -3.58844 0.91152 0.11938
H 0.66956 1.92820 0.83599
H 2.88793 2.83922 0.37188
H 3.53529 0.14464 -2.73453
H 1.28363 -0.97511 -2.22118
H 4.96432 2.53370 -0.66719
H 4.48103 2.81320 -2.39026
H 5.24175 1.37671 -1.92945
C 5.58648 5.04715 0.76392
F 5.13250 6.18041 1.35761
F 4.83109 4.92773 -0.36692
F 6.86485 5.05725 0.54587
S 5.08640 3.69222 1.86243
O 5.52889 2.50104 1.13831
O 5.74541 4.02625 3.09423
O 3.64971 3.77511 1.92725
C 4.94194 1.06439 -6.74617
F 5.89856 2.01730 -6.66653
F 3.88181 1.47214 -7.39022
F 5.44486 0.01018 -7.45669
S 4.50112 0.55550 -5.11275
O 3.90141 1.79248 -4.62133
O 3.58929 -0.53905 -5.29168
O 5.76439 0.27964 -4.49945
C 2.65029 -3.77940 0.47214
F 2.05401 -2.58998 0.78434
F 3.73255 -3.90939 1.27772
F 1.74807 -4.78059 0.67515
S 3.17216 -3.69339 -1.27676
O 1.93135 -3.45625 -1.98247
O 4.10771 -2.63073 -1.31523
O 3.69767 -5.04265 -1.45639
C -3.10700 -5.48932 1.86876
F -2.84163 -4.29202 1.47388
F -2.00630 -6.23391 1.63525
F -3.44856 -5.56347 3.14862
S -4.49347 -6.24877 0.89733
O -4.30905 -5.69017 -0.45964
O -4.22216 -7.70548 0.94520
O -5.65872 -5.72364 1.58520
C -5.04486 2.76496 -2.18767
F -5.38280 3.26055 -3.34174
F -6.04987 3.00551 -1.25720
F -4.87564 1.42294 -2.23214
S -3.55226 3.60920 -1.61299
O -2.59163 3.33667 -2.65447
O -4.02368 4.95462 -1.57386
O -3.27526 2.99350 -0.32094
C -8.52749 -0.76684 2.72319
F -8.87065 0.53788 2.84578
F -8.02334 -1.24915 3.86900
F -9.57256 -1.53968 2.33650
S -7.20534 -0.81973 1.47366
O -6.95095 -2.25918 1.35653
O -7.79119 -0.20541 0.29250
O -6.18309 -0.06185 2.15218
C -4.34461 -1.34027 -4.84097
F -4.83299 -2.31175 -5.63490
F -3.89343 -0.35266 -5.60383
F -5.36870 -0.82302 -4.13096
S -3.04425 -2.01976 -3.81910
O -2.02119 -2.42492 -4.77038
O -2.70409 -0.96014 -2.96602
O -3.80933 -3.09114 -3.13166
C 0.37834 0.25988 4.72292
F -0.52667 -0.23587 5.54170
F 1.54260 0.46837 5.40181
F 0.65517 -0.66262 3.79734
S -0.30851 1.72540 3.90982
O 0.75935 2.27409 3.12881
O -1.37974 1.16277 3.11033
O -0.68665 2.52664 5.05602


(2)
70
Properties=species:S:1:pos:R:3 method="wB97M-V/def2-TZVPD" charge=-1 orbital_gap_ev=6.50 multiplicity=1 total_energy_ha=-2934.6752
C -1.97124 2.53437 3.47814
C -1.48950 2.25192 2.06408
C -2.52376 2.73527 1.04315
C -0.11230 2.90550 1.81810
O 0.33894 2.65632 0.46875
B -0.24157 1.54212 -0.12970
C -0.10576 1.36908 -1.66212
C 0.41596 2.40707 -2.45712
C 0.20173 2.41646 -3.83610
C -0.48693 1.35126 -4.42311
C -0.88428 1.41595 -5.89108
F -0.52736 0.30291 -6.61240
F -2.25170 1.52529 -6.00117
F -0.34851 2.48653 -6.55379
C -0.83694 0.22530 -3.68111
C -0.63915 0.23581 -2.29988
C 3.44349 -0.71454 0.07258
C 3.22900 -0.35947 1.50839
C 3.73469 0.40187 -0.81974
C 3.96668 0.25626 -2.20683
C 4.55131 1.26474 -2.98088
C 4.86674 2.51776 -2.44906
C 4.45850 2.77057 -1.13835
C 3.89735 1.75916 -0.36383
O -0.69408 0.44128 0.58429
C -1.25980 0.73128 1.87983
H -1.25782 2.16897 4.22477
H -2.10779 3.60901 3.63621
H -2.93124 2.04264 3.66302
H -2.21065 2.48855 0.01247
H -3.47899 2.23687 1.23565
H -2.64636 3.81988 1.12366
H -0.15965 3.98919 1.99483
H 0.65697 2.47677 2.48428
H 0.95383 3.22805 -1.98498
H 0.61895 3.20439 -4.46175
H -1.20227 -0.67416 -4.18445
H -0.92946 -0.63441 -1.70984
H 3.71676 -1.77240 -0.18773
H 2.28253 -0.82463 1.83201
H 3.97162 -0.77047 2.19896
H 3.12806 0.71028 1.73644
H 3.60283 -0.66020 -2.66385
H 4.71626 1.10423 -4.04568
H 5.37762 3.28270 -3.03665
H 4.53067 3.77796 -0.72694
H 3.52096 2.04546 0.61879
H -0.55303 0.32242 2.61918
H -2.21371 0.19161 1.98283
F 2.71487 -3.25352 -1.44581
C 1.73608 -3.42158 -0.45342
F 0.73587 -4.15122 -1.06639
F 2.32517 -4.22338 0.50827
S 1.21365 -1.83603 0.09330
N -0.51420 -2.88002 1.07849
C -1.75459 -2.82227 0.47947
O -2.00626 -2.32320 -0.62046
C -2.76729 -3.39785 1.41380
C -2.26656 -3.58841 2.68041
C -3.05680 -3.94055 3.77224
C -4.42208 -4.12277 3.56306
C -4.96564 -3.93469 2.28230
C -4.14666 -3.55528 1.22038
S -0.53530 -3.18170 2.69226
O 0.22187 -4.32672 3.09902
O -0.33100 -1.94430 3.40474
H -2.61137 -4.05594 4.75601
H -5.07094 -4.39968 4.38909
H -6.04229 -4.06985 2.13845
H -4.57411 -3.36380 0.24253


(3)
26
Properties=species:S:1:pos:R:3 method="wB97M-V/def2-TZVPD" de_lowest_kj_mol=1445.0 charge=-3 orbital_gap_ev=4.67 multiplicity=1 total_energy_ha=-3996.8320
Pb 0.21210 -0.12504 -0.09996
Cl -1.33862 -2.60913 1.42534
O -0.50778 -3.68589 1.88838
O -2.31403 -3.25588 0.53085
O -1.72767 -2.05607 2.69052
O -0.75590 -1.45995 0.87728
Cl -1.34475 1.19217 2.38921
O -0.07001 0.73693 1.76785
O -1.34913 2.51721 2.99869
O -2.00270 0.89163 1.27291
O -1.80815 0.29559 3.53125
Cl 1.10054 -0.55445 -3.15772
O 1.36874 0.69086 -3.83695
O 2.11055 -1.42401 -3.54596
O 1.40120 -0.47637 -1.79673
O -0.09278 -1.20564 -3.65502
Cl -1.36880 1.26940 -2.17774
O -1.17417 0.04378 -1.40747
O -0.23029 1.95935 -1.54117
O -1.14279 1.03921 -3.53533
O -2.63187 1.95961 -2.03115
Cl 2.87577 0.74800 1.46010
O 1.92720 1.78944 1.68329
O 3.78716 1.45329 0.67443
O 3.02917 0.50493 2.89486
O 2.04700 -0.23895 0.70023


(4)
62
Properties=species:S:1:pos:R:3 method="wB97M-V/def2-TZVPD" de_lowest_kj_mol=0.0 orbital_gap_ev=7.96 smiles="O=C1C=C(O)C(=O)C=C1O.COCCOC.COCCOC.ClCCCl.ClCCCl" multiplicity=1 total_energy_ha=-3147.6341
O 43.15417 15.47333 -37.58211
C 43.05163 14.55838 -38.36640
C 43.62907 14.65619 -39.71787
C 43.47185 13.74637 -40.67847
O 43.91344 13.95973 -41.92508
C 42.65843 12.48692 -40.46671
O 42.64430 11.57828 -41.25724
C 41.95870 12.48213 -39.18699
C 42.16107 13.36675 -38.20016
O 41.59937 13.22101 -36.99348
H 44.20744 15.55796 -39.87623
H 43.50037 13.35609 -42.55762
H 41.34949 11.61159 -38.97192
H 41.89898 13.92408 -36.38319
C 42.34534 18.91139 -33.91950
O 42.42579 17.51594 -33.68411
C 43.15807 16.86746 -34.71468
C 43.37167 15.41969 -34.31364
O 42.18717 14.66294 -34.35356
C 42.28313 13.36069 -33.78733
H 41.72721 19.14941 -34.79045
H 43.35547 19.30677 -34.05510
H 41.86434 19.37874 -33.06263
H 44.14866 17.30040 -34.90741
H 42.59404 17.03947 -35.63638
H 43.81187 15.54333 -33.31690
H 44.06611 14.96116 -35.02322
H 43.32165 13.04857 -33.96012
H 41.62414 12.62274 -34.23949
H 42.06829 13.46976 -32.72212
C 42.12642 9.59764 -32.94451
O 40.99367 9.36682 -32.14931
C 40.11584 10.47409 -32.08243
C 38.77623 9.97996 -31.53170
O 38.89905 9.57549 -30.18078
C 38.88972 10.65531 -29.28914
H 41.88037 9.85524 -33.98479
H 42.71914 8.68759 -32.99434
H 42.68143 10.44145 -32.51412
H 39.97630 10.84638 -33.10420
H 40.54496 11.21080 -31.39451
H 38.52010 9.07423 -32.07780
H 38.02833 10.75792 -31.70615
H 39.30362 10.35549 -28.32298
H 37.88464 11.01757 -29.05046
H 39.51126 11.51346 -29.56422
Cl 47.55564 17.81352 -29.40859
C 46.37609 17.26802 -30.57696
C 45.66710 18.35761 -31.38787
Cl 44.86704 19.48234 -30.24963
H 45.59687 16.69581 -30.07802
H 46.86939 16.62098 -31.30356
H 44.81730 18.00532 -31.96896
H 46.34942 18.91642 -32.02406
Cl 38.46386 17.73546 -32.01414
C 39.66059 17.09944 -30.82690
C 40.54620 16.06545 -31.44413
Cl 39.56385 14.56864 -31.78381
H 39.18316 16.74941 -29.91589
H 40.28402 17.95329 -30.55431
H 41.43754 15.81834 -30.87185
H 40.88953 16.36701 -32.43236